# C78H85F4N2O5P

A cluster of 10 separate species, C78H85F4N2O5P in total in a non-equilibrium geometry (wB97M-V/def2-TZVPD, the Open Molecules 2025 dataset).

The total charge is 0. As for the multiplicity: 1. As for the highest occupied orbital energy: -8.419 eV. The SMILES is CC(=O)NCCCCc1c2c(c(C(F)(F)C(F)F)c(CCCOC(C)=O)c1P(C)C)C(=O)N(C)C2=O.c1ccccc1.c1ccccc1.c1ccccc1.c1ccccc1.c1ccccc1.c1ccccc1.c1ccccc1.c1ccccc1.c1ccccc1.

Positions of all 175 atoms, in Å:
P -1.377 0.059 -4.376
F -5.777 -2.944 -1.378
F -4.127 -4.713 -0.646
F -5.777 -2.017 0.695
F -2.622 -3.156 0.361
O 0.216 -5.462 -6.056
O -4.865 0.106 2.296
O 2.711 -0.398 1.392
O -1.312 -3.796 -5.314
O -2.595 3.634 0.674
N 1.372 -0.379 -0.574
N -4.381 2.108 1.302
C -1.467 -5.554 6.758
C 0.510 -4.941 7.992
C -2.420 9.021 -0.511
C -5.946 -0.350 7.502
C 8.455 0.345 7.053
C -5.431 -0.306 5.147
C 7.821 1.686 -1.173
C 6.213 0.251 6.172
C -3.281 6.554 -1.470
C 2.520 -5.934 -9.589
C -6.586 -1.574 7.340
C 0.027 2.485 -2.359
C 0.665 0.410 6.217
C -4.027 -1.170 -0.934
C 0.787 -7.580 -9.281
C 0.206 4.206 6.054
C 2.953 -2.403 -0.083
C 7.403 2.316 -0.005
C 1.158 -8.194 -10.474
C -3.904 0.135 -0.138
C 0.628 -3.783 7.228
C 2.652 -0.933 5.972
C -2.389 -0.338 -5.917
C -1.562 2.657 -2.384
C -0.144 3.715 -8.579
C -0.182 -4.278 -6.031
C -5.644 2.893 1.292
C 6.568 0.596 8.531
C -2.385 0.007 -2.789
C 0.483 0.391 4.837
C -3.225 -1.234 -2.288
C -6.648 -2.165 6.081
C 7.589 0.204 5.972
C -6.074 -1.529 4.985
C -0.733 6.426 6.009
C 2.363 -0.972 0.319
C 1.471 -6.453 -8.836
C 0.146 1.819 -7.119
C -3.102 1.413 -0.572
C 1.393 1.574 -7.684
C -1.038 4.949 4.128
C 1.107 3.475 -9.137
C 1.876 2.405 -8.692
C -4.918 -2.353 -0.377
C -2.324 7.889 0.293
C 1.386 -0.290 4.025
C 5.657 0.675 0.258
C -3.974 -3.563 0.181
C 2.210 -7.676 -11.225
C 7.944 0.540 8.332
C 7.161 0.546 -1.622
C 0.235 -0.915 -4.270
C 0.639 -3.219 -6.938
C 1.795 0.958 -1.106
C -0.005 5.438 6.666
C 6.078 0.041 -0.908
C -1.355 -4.392 6.001
C 2.472 -0.948 4.593
C 1.746 -0.256 6.786
C -0.536 -5.827 7.756
C -2.753 6.655 -0.187
C 6.323 1.810 0.711
C -3.257 2.580 0.497
C 2.888 -6.544 -10.785
C -2.359 1.326 -1.922
C -0.624 2.888 -7.567
C -4.456 0.643 1.249
C -1.816 -3.320 -2.838
C -2.940 8.917 -1.798
C -0.314 3.960 4.787
C -3.207 -2.535 -3.196
C 0.633 2.079 -0.925
C -0.306 -3.507 6.235
C -3.372 7.684 -2.277
C -1.367 -4.355 -3.970
C -5.364 0.282 6.408
C -1.246 6.182 4.738
C 5.702 0.450 7.452
H -2.085 -4.175 5.228
H -3.621 5.593 -1.843
H 5.999 2.300 1.623
H 0.130 -2.049 -4.223
H 1.235 -5.153 8.771
H -6.128 -1.986 4.002
H -4.858 1.234 6.536
H 7.988 0.056 4.974
H -7.037 -2.069 8.194
H 0.776 3.437 6.565
H -1.914 7.969 1.295
H -1.995 -5.306 -3.877
H 0.857 -0.691 -5.218
H -0.626 -6.731 8.349
H 7.490 0.051 -2.530
H 0.472 3.520 -2.619
H 0.834 -3.711 -7.946
H -0.217 -2.602 5.642
H -2.281 -6.247 6.572
H 3.052 -5.053 -9.244
H -0.156 2.998 4.314
H -1.599 3.077 -7.129
H -2.165 -1.436 -6.213
H 1.148 -1.052 -1.317
H -2.076 -3.954 -1.908
H -0.064 -2.334 -7.100
H 5.538 0.135 5.330
H -4.352 -3.875 1.226
H 2.196 -3.042 -0.672
H 5.563 -0.846 -1.259
H 1.991 0.737 -7.339
H 8.619 0.648 9.175
H 0.628 -9.075 -10.818
H -0.362 0.907 4.393
H 2.147 0.853 -2.194
H -1.814 3.528 -1.667
H -0.745 4.546 -8.930
H -4.036 -3.287 -2.994
H 1.593 -2.853 -6.431
H 1.484 4.123 -9.922
H -2.677 5.773 0.440
H -1.991 2.976 -3.402
H 6.170 0.754 9.528
H 1.243 -0.306 2.952
H 9.528 0.303 6.897
H 3.135 -2.974 0.904
H 2.851 2.217 -9.129
H -1.000 -2.596 -2.498
H 3.498 -1.448 6.415
H -2.089 9.983 -0.136
H 0.433 1.766 -3.143
H -3.781 7.604 -3.279
H 1.446 -3.095 7.408
H 0.398 5.629 7.654
H -0.286 -4.674 -3.708
H 2.729 1.282 -0.512
H 0.840 -0.468 -3.401
H 3.948 -2.339 -0.654
H 4.810 0.284 0.813
H -1.440 4.758 3.138
H 3.704 -6.138 -11.373
H -2.057 0.279 -6.836
H -3.212 -2.332 -4.323
H -3.009 9.798 -2.428
H 1.884 -0.247 7.862
H -3.516 -0.207 -5.812
H -0.229 1.176 -6.328
H 7.920 3.203 0.347
H -1.809 6.954 4.223
H -0.035 -7.981 -8.698
H -5.899 0.112 8.483
H 1.186 -5.979 -7.902
H -5.405 3.896 1.816
H 4.629 0.490 7.607
H -0.900 7.385 6.486
H -0.038 0.943 6.849
H -4.982 0.188 4.293
H 8.661 2.082 -1.733
H -6.017 3.179 0.247
H 3.179 -1.474 3.959
H 1.184 3.007 -0.509
H -0.140 1.795 -0.139
H -7.146 -3.121 5.955
H -6.476 2.421 1.933
H 2.500 -8.155 -12.154

These are the Mulliken partial charges, in e, on atoms 1 to 5: number 1, P, carries 0.93; number 2, F, carries -0.32; number 3, F, carries -0.27; number 4, F, carries -0.25; number 5, F, carries -0.20

***

# C12H19N4O8PPtTe

A structure of composition C12H19N4O8PPtTe (wB97M-V/def2-TZVPD, the Open Molecules 2025 dataset).

The total charge is 0. As for the multiplicity: 1. As for the highest occupied orbital energy: -8.427 eV.

Positions of all 46 atoms, in Å:
Pt -0.957 -0.214 1.642
Te 2.426 -1.400 -0.760
P 0.242 -0.650 -1.547
O -1.499 2.068 0.561
O -1.517 0.081 3.496
O 0.319 0.743 -2.259
O -0.711 -0.554 -0.408
O -0.170 -1.661 -2.662
O 2.313 1.634 -0.416
O 2.283 -0.227 0.848
O -1.098 0.932 5.505
N -1.426 -2.120 1.848
N -1.121 -5.771 -0.470
N -0.726 -4.446 1.587
N 0.572 1.644 2.456
C -0.594 3.119 0.878
C 1.255 1.075 -3.322
C 2.188 1.092 0.651
C -0.673 -3.008 -2.307
C -0.960 -5.126 0.479
C 0.607 0.902 -4.674
C -0.191 2.896 2.315
C -1.120 -3.238 1.706
C 0.584 1.216 3.864
C -0.776 0.729 4.357
C 1.947 1.813 1.958
C -2.172 -2.988 -2.184
H -0.328 -3.646 -3.115
H 0.313 -0.133 -4.837
H 1.538 2.106 -3.125
H -2.503 -4.003 -1.964
H -2.486 -2.337 -1.368
H 1.317 1.189 -5.451
H 2.180 2.866 1.793
H -1.094 2.811 2.920
H -0.275 1.535 -4.763
H -2.630 -2.651 -3.113
H -1.086 4.088 0.773
H 1.273 0.376 3.967
H 2.149 0.459 -3.209
H 0.276 3.091 0.216
H -0.187 -3.325 -1.387
H 0.386 3.752 2.685
H 2.653 1.414 2.686
H 0.914 2.023 4.525
H -1.437 1.843 -0.374

These are the natural (NBO) partial charges, in e, on atoms 1 to 5: number 1, Pt, carries 1.05; number 2, Te, carries 0.57; number 3, P, carries 2.14; number 4, O, carries -0.73; number 5, O, carries -0.67

***

# C2H2ClF3

A cluster of 2 separate species, C2H2ClF3 in total in a non-equilibrium geometry (wB97M-V/def2-TZVPD, the Open Molecules 2025 dataset).

The total charge is 0. As for the multiplicity: 1. As for the highest occupied orbital energy: -10.235 eV.

Positions of all 8 atoms, in Å:
Cl -1.890 1.514 1.094
F -1.909 -0.181 -0.734
F 2.115 0.633 -0.242
F 0.540 -0.294 0.979
C -2.733 0.679 -0.104
C 1.353 -0.484 -0.090
H 1.919 -1.383 0.114
H 0.605 -0.485 -1.017

These are the natural (NBO) partial charges, in e, on atoms 1 to 5: number 1, Cl, carries 0.04; number 2, F, carries -0.34; number 3, F, carries -0.35; number 4, F, carries -0.36; number 5, C, carries 0.30

***

# C4H7NO

An isolated molecule of C4H7NO (wB97M-V/def2-TZVPD, the Open Molecules 2025 dataset).

The total charge is 0. As for the multiplicity: 1. As for the highest occupied orbital energy: -7.050 eV.

Positions of all 13 atoms, in Å:
O 1.549 1.794 -1.809
N -0.336 -0.443 0.354
C 0.870 0.114 -0.288
C 0.726 1.445 -0.997
C -1.526 -0.036 -0.091
C -0.080 -1.336 1.306
H -1.589 0.590 -0.966
H 1.610 0.264 0.506
H -2.415 -0.455 0.362
H 1.270 -0.619 -0.991
H -0.902 -1.882 1.745
H 0.945 -1.531 1.576
H -0.121 2.094 -0.707

These are the natural (NBO) partial charges, in e, on atoms 1 to 5: number 1, O, carries -0.50; number 2, N, carries -0.22; number 3, C, carries -0.33; number 4, C, carries 0.42; number 5, C, carries -0.38

***

# C16H20N5O4V

A structure of composition C16H20N5O4V (wB97M-V/def2-TZVPD, the Open Molecules 2025 dataset).

The total charge is +3. As for the multiplicity: 2. As for the highest occupied orbital energy (spin up / spin down): -15.873 / -15.873 eV.

Positions of all 46 atoms, in Å:
V 0.427 -0.846 1.911
O 2.768 -4.027 1.851
O -0.122 1.144 2.342
O 1.905 0.466 2.039
O 1.270 -2.241 1.826
N -3.823 2.142 -4.983
N 0.543 3.820 2.688
N -0.132 -0.645 0.008
N -1.459 2.450 -4.807
N 0.365 -1.200 4.031
C -1.308 1.124 -4.668
C -1.448 -2.163 -1.283
C 0.056 -0.587 -2.373
C 1.099 1.435 2.240
C -1.061 -1.612 -0.088
C -0.867 -1.637 -2.435
C -2.711 2.875 -4.951
C 0.429 -0.147 -1.106
C 1.841 -3.286 4.014
C 0.119 0.751 -4.496
C -3.642 0.830 -4.884
C 1.606 -1.887 4.570
C -2.385 0.260 -4.715
C 0.712 0.038 -3.539
C 2.144 -3.382 2.559
C 1.621 2.846 2.290
H 0.555 4.653 2.088
H -2.282 -0.814 -4.710
H -1.096 -2.076 -3.396
H 0.776 1.264 -5.190
H 1.796 0.008 -3.526
H 0.657 4.152 3.651
H -2.166 -2.970 -1.317
H -4.528 0.209 -4.956
H 1.984 3.115 1.296
H 2.698 -3.735 4.522
H 0.250 -0.336 4.560
H 0.989 -3.948 4.206
H 2.462 2.922 2.978
H 2.453 -1.233 4.363
H 1.500 -1.961 5.652
H -2.841 3.948 -5.047
H 1.194 0.608 -0.983
H -0.395 3.407 2.613
H -0.446 -1.761 4.303
H -1.506 -1.972 0.851

These are the natural (NBO) partial charges, in e, on atoms 1 to 5: number 1, V, carries 1.55; number 2, O, carries -0.30; number 3, O, carries -0.65; number 4, O, carries -0.57; number 5, O, carries -0.48

***

# C9H14N2O

An isolated molecule of C9H14N2O in a non-equilibrium geometry (wB97M-V/def2-TZVPD, the Open Molecules 2025 dataset).

The total charge is 0. As for the multiplicity: 1. As for the highest occupied orbital energy: -9.356 eV. The SMILES is OCCCNCc1ccncc1.

Positions of all 26 atoms, in Å:
O 2.544 1.407 -0.682
N -3.063 1.037 0.224
N 1.429 -1.008 -0.758
C 1.990 0.092 1.298
C 2.414 -1.099 0.338
C -1.019 0.468 -0.865
C 2.016 1.550 0.649
C -2.132 -1.134 0.477
C -1.049 -0.757 -0.288
C -3.116 -0.164 0.683
C -2.086 1.369 -0.589
C 0.074 -1.697 -0.583
H 1.905 -1.191 -1.590
H -0.117 0.865 -1.393
H 3.472 -1.175 0.027
H 0.166 -2.498 0.161
H -0.184 -2.176 -1.536
H -2.226 -1.955 1.170
H -2.260 2.416 -1.053
H 0.983 1.740 0.550
H 0.942 -0.129 1.357
H 2.259 0.548 -0.894
H 2.484 2.439 1.217
H 2.250 -1.965 0.920
H 2.713 0.111 2.152
H -3.865 -0.252 1.382

These are the natural (NBO) partial charges, in e, on atoms 1 to 5: number 1, O, carries -0.74; number 2, N, carries -0.44; number 3, N, carries -0.68; number 4, C, carries -0.44; number 5, C, carries -0.23

***

> Number 5 is which compound?

C16H20N5O4V